[1]
{"formula": "C24H72O17", "method": "ωB97M-V/def2-TZVPD", "species": ["O", "O", "O", "O", "O", "O", "O", "O", "O", "O", "O", "O", "O", "O", "O", "O", "O", "C", "C", "C", "C", "C", "C", "C", "C", "C", "C", "C", "C", "C", "C", "C", "C", "C", "C", "C", "C", "C", "C", "C", "C", "H", "H", "H", "H", "H", "H", "H", "H", "H", "H", "H", "H", "H", "H", "H", "H", "H", "H", "H", "H", "H", "H", "H", "H", "H", "H", "H", "H", "H", "H", "H", "H", "H", "H", "H", "H", "H", "H", "H", "H", "H", "H", "H", "H", "H", "H", "H", "H", "H", "H", "H", "H", "H", "H", "H", "H", "H", "H", "H", "H", "H", "H", "H", "H", "H", "H", "H", "H", "H", "H", "H", "H"], "xyz": [[-17.00522, 8.18242, -6.61200], [-16.21885, 17.95754, -7.68124], [-15.57952, 14.51947, -1.65455], [-18.57940, 12.12037, -12.20277], [-19.89008, 14.70455, -11.25308], [-21.56984, 12.68346, -10.73009], [-13.68445, 17.04161, -8.34972], [-14.85453, 15.43951, -4.28709], [-17.72037, 12.58605, -7.92981], [-14.41275, 8.82934, -7.88073], [-17.63631, 9.20212, -4.00022], [-18.91501, 14.20888, -5.76450], [-12.06343, 18.36439, -6.30113], [-13.00971, 13.45964, -5.60794], [-16.50713, 10.48050, -13.61278], [-19.23126, 11.14824, -9.68616], [-18.71012, 11.85287, -3.99114], [-11.65680, 13.59259, -5.32899], [-13.62447, 7.69766, -8.12285], [-21.23912, 12.44561, -9.33526], [-11.20184, 13.42249, -3.88981], [-16.65490, 11.64491, -7.87564], [-12.84103, 17.17607, -6.05957], [-19.42136, 10.81479, -4.68851], [-18.51836, 14.33467, -11.19897], [-19.00956, 9.48046, -4.03030], [-18.28905, 8.04740, -7.13483], [-15.73812, 12.05660, -6.74219], [-16.05927, 14.69878, -4.00344], [-15.68605, 13.76743, -2.85720], [-18.17539, 7.39146, -8.50355], [-18.10780, 13.43585, -12.38930], [-15.93781, 9.86773, -11.40746], [-20.28378, 14.41570, -5.96777], [-16.17149, 9.35762, -12.80281], [-17.71045, 16.20001, -8.37206], [-14.18299, 6.82993, -9.23402], [-20.91356, 14.94634, -4.69756], [-16.92041, 16.83566, -7.19193], [-13.00015, 16.34146, -7.31727], [-20.55842, 11.11064, -9.18687], [-15.06222, 10.51866, -11.42752], [-19.21280, 10.91027, -5.75635], [-15.30097, 13.03540, -6.94128], [-12.56827, 7.89084, -8.31359], [-22.01982, 11.87424, -10.99070], [-13.57844, 14.01813, -5.06534], [-14.90667, 11.35476, -6.66682], [-10.13700, 13.25916, -3.72731], [-17.01519, 13.40467, -12.40026], [-18.36781, 13.83664, -10.23776], [-11.99018, 16.10795, -7.66632], [-15.29382, 8.87062, -13.23690], [-20.31488, 15.69850, -4.18799], [-15.37700, 17.57085, -7.96800], [-15.67176, 9.11732, -10.66450], [-13.59650, 7.14609, -7.17665], [-17.06090, 16.09005, -9.23766], [-16.23017, 12.07438, -5.76848], [-15.26479, 6.72571, -9.13082], [-11.72068, 12.57120, -3.44163], [-18.90535, 8.95071, -7.16116], [-20.84843, 13.57737, -6.38829], [-16.27806, 16.08710, -6.72189], [-13.81646, 17.40560, -5.63186], [-20.64901, 13.24929, -8.89911], [-16.35279, 10.19019, -14.51606], [-14.71788, 13.28582, -2.97964], [-19.31711, 9.36473, -2.98625], [-19.61368, 8.67584, -4.45672], [-16.83549, 10.41099, -11.11152], [-18.53118, 13.78705, -6.54517], [-13.80668, 5.81012, -9.32717], [-20.42108, 15.16898, -6.75247], [-19.16903, 7.44059, -8.95093], [-17.21719, 9.77608, -3.35412], [-20.43692, 10.85049, -8.13366], [-16.13003, 11.62648, -8.83459], [-11.10965, 12.90053, -5.96889], [-13.19967, 17.86121, -8.49777], [-17.45966, 7.95607, -9.10293], [-14.00421, 7.28788, -10.20898], [-18.02875, 11.49981, -12.69009], [-17.65309, 17.15599, -6.44922], [-16.82921, 15.38698, -3.65013], [-21.19708, 14.10605, -4.06195], [-16.48292, 13.02415, -2.75602], [-11.14997, 18.07885, -6.39051], [-12.30716, 16.64923, -5.26504], [-16.39675, 14.19297, -4.90550], [-14.69865, 16.09506, -3.60199], [-18.46773, 13.89427, -13.31220], [-15.30177, 8.55770, -7.62344], [-20.44373, 13.93705, -11.04347], [-18.84073, 7.35491, -6.48882], [-18.01309, 15.19573, -8.06532], [-18.65115, 16.72819, -8.52103], [-21.03857, 10.33971, -9.79650], [-17.06722, 10.63495, -7.81033], [-17.81572, 6.36391, -8.47020], [-21.87128, 15.41402, -4.93540], [-18.63485, 12.52981, -4.67556], [-22.19173, 12.31371, -8.81405], [-16.44509, 14.88163, -1.44490], [-16.91069, 8.55087, -12.79781], [-11.43616, 14.62517, -5.62171], [-13.53754, 15.41972, -7.10199], [-17.82015, 15.16958, -11.14854], [-11.48187, 14.26817, -3.25783], [-19.32769, 11.34161, -10.63177], [-18.43112, 12.24927, -8.49462], [-17.07517, 8.45329, -5.68542], [-20.50526, 10.91427, -4.58081]], "smiles": "OCCO.OCCO.OCCO.OCCO.OCCO.CCO.CCO.CCO.CCO.CCO.CCO.CCO", "e_above_lowest_kcal_mol": 0.0, "energy_ha": -2236.53885, "orbital_gap_ev": 9.45, "total_charge": 0}

***

[2]
{"formula": "C24H72O24", "method": "ωB97M-V/def2-TZVPD", "species": ["O", "O", "O", "O", "O", "O", "O", "O", "O", "O", "O", "O", "O", "O", "O", "O", "O", "O", "O", "O", "O", "O", "O", "O", "C", "C", "C", "C", "C", "C", "C", "C", "C", "C", "C", "C", "C", "C", "C", "C", "C", "C", "C", "C", "C", "C", "C", "C", "H", "H", "H", "H", "H", "H", "H", "H", "H", "H", "H", "H", "H", "H", "H", "H", "H", "H", "H", "H", "H", "H", "H", "H", "H", "H", "H", "H", "H", "H", "H", "H", "H", "H", "H", "H", "H", "H", "H", "H", "H", "H", "H", "H", "H", "H", "H", "H", "H", "H", "H", "H", "H", "H", "H", "H", "H", "H", "H", "H", "H", "H", "H", "H", "H", "H", "H", "H", "H", "H", "H", "H"], "xyz": [[-2.28543, 3.47855, -1.40475], [-3.95061, 1.41691, -0.05081], [-1.01297, 0.01964, -6.04549], [-1.24192, -6.10377, 2.27724], [-0.05400, 4.54327, -2.56122], [2.54551, -4.91115, 4.12843], [1.16207, -4.38566, 1.15794], [3.26688, -0.49995, -1.60136], [1.29582, -4.43854, -2.75700], [-1.08548, -1.41278, 4.35850], [-1.13626, -4.20524, -0.21549], [0.82950, 0.08227, -0.87425], [-6.69734, 1.28032, -0.08221], [-0.31342, 3.46610, 1.60486], [2.30934, 4.69412, -0.91288], [-1.54630, 3.16092, 5.43220], [5.92832, -0.71508, -2.43423], [-0.51288, 0.10849, 1.82524], [-3.34821, -0.20872, 3.07780], [2.74163, -3.42490, -5.33958], [-0.06227, -2.02006, -4.23057], [-0.34676, 5.68140, -0.14593], [4.71858, 3.87836, -2.58297], [1.19671, 2.85835, 3.87983], [2.92628, -4.52715, -4.52865], [3.68042, 0.12083, -2.80532], [-4.82297, 2.11699, 0.90861], [1.32591, -4.34321, 3.76265], [5.16966, 0.44535, -2.59120], [-0.35744, 0.34884, -4.78288], [2.99331, 3.45421, -0.80614], [-1.28357, 4.43629, 1.75862], [0.60117, -0.80331, -4.49139], [-0.93828, -0.48334, 0.55470], [4.45049, 3.76714, -1.18250], [0.46473, 1.76606, 4.43530], [0.22973, -1.00314, -0.15770], [-2.24054, -4.89959, 0.31058], [-6.04809, 2.50196, 0.09432], [2.68719, -4.22339, -3.07999], [-2.38147, -1.68668, 4.76444], [-0.30197, 3.15689, -2.75525], [-1.07854, 2.05704, 4.52329], [-3.35289, -1.53924, 3.61324], [1.18782, -3.64748, 2.43765], [-0.65431, 5.68280, 1.26301], [-2.17040, -5.12493, 1.85910], [-1.12178, 2.68619, -1.54571], [-5.84639, 3.04054, -0.83161], [0.28840, 5.79723, 1.79808], [-4.33397, 0.54116, -0.13851], [2.92021, -3.20840, -2.75815], [1.25066, -0.90257, -5.36112], [2.64451, 2.74153, -1.55349], [-1.38420, -3.84144, -1.06859], [1.17572, -0.59005, -3.59000], [-2.57440, -0.92352, 5.51840], [2.56021, -5.75302, 3.66729], [0.86662, 4.65540, -2.80921], [-1.07194, -0.84419, 3.58511], [-4.35656, -1.77519, 3.96691], [-0.20139, 0.98918, 1.60397], [1.12305, -4.22672, -1.83674], [5.66619, 3.96707, -2.70857], [2.95998, 3.07058, 0.21358], [-3.20477, -2.25878, 2.80799], [0.90234, 1.53239, 5.40586], [1.77983, 3.19692, 4.56317], [5.66830, 1.01192, -3.37762], [2.68430, 5.24168, -0.21920], [-3.18640, -5.33890, 2.19085], [-6.19662, 0.69468, -0.65483], [-3.09818, -4.26509, 0.08703], [-1.85607, -0.41952, -5.91163], [0.55365, 2.48939, -2.65301], [-1.67134, -1.25608, 0.78622], [-1.50890, 0.26712, 0.00762], [5.20893, 1.06878, -1.69796], [5.12678, 3.04771, -0.72081], [2.00062, -3.56829, -5.93283], [-1.65778, 4.38443, 2.78106], [1.75635, -0.06257, -1.07815], [0.75181, 0.83018, 3.95590], [0.26757, 3.49650, 2.36849], [-2.50532, 3.19203, 5.46232], [0.02347, -1.81982, -0.84951], [1.03634, -1.35105, 0.48763], [0.40777, 5.08815, -0.16416], [-2.35538, -5.88759, -0.13526], [3.44916, -0.40886, -3.72947], [3.10464, 1.02950, -2.98109], [1.27005, -3.53999, 4.49737], [-0.77875, 2.94409, -3.71207], [4.71910, 4.75007, -0.79547], [-1.42728, 2.17686, 3.49755], [-3.91556, -0.17015, 2.30435], [-1.89307, -4.20051, 2.36569], [-1.51702, -6.87938, 1.78292], [-2.43710, -2.60450, 5.34977], [-4.30076, 3.02078, 1.22253], [-1.38537, 1.11498, 4.97768], [-1.21975, 6.58703, 1.48825], [1.97913, -2.92478, 2.23859], [-1.40111, 1.64264, -1.69094], [3.93331, -4.92686, -4.64789], [0.50181, -5.03324, 3.94379], [0.24050, -3.10870, 2.45763], [3.18268, -4.95067, -2.43683], [-1.07645, 0.47117, -3.97285], [-6.69149, 3.16814, 0.66907], [-5.01063, 1.51795, 1.79970], [0.59968, -2.65344, -3.94379], [3.50275, -1.42639, -1.51377], [2.26168, -5.34723, -4.80050], [-2.19281, 4.16699, 1.22117], [-2.95309, 2.91243, -1.01063], [-0.47683, 2.71451, -0.66746], [0.01982, 1.31317, -5.12324], [0.24112, -4.56717, 0.95667], [5.69306, -1.44212, -3.01532]], "spin_multiplicity": 2, "e_above_lowest_kcal_mol": 61.9, "energy_ha": -2762.74744, "orbital_gap_ev": [8.81, 2.93], "total_charge": 1}